Entry 1:
{"formula": "C23H23ClN2O4", "method": "ωB97M-V with the def2-TZVPD basis set", "smiles": "Cc1cc(=O)oc2c(C)c(OCC(=O)N3CCN(c4cccc(Cl)c4)CC3)ccc12", "relative_energy_ev": 19.317, "charge": 0, "total_energy_ha": -1760.235359, "gap_ev": 7.76, "lumo_ev": -0.3, "homo_energy_ev": -8.024, "elements": ["C", "C", "C", "C", "O", "O", "C", "C", "C", "C", "C", "C", "H", "H", "O", "C", "H", "C", "O", "N", "C", "H", "C", "N", "C", "C", "C", "C", "C", "C", "H", "Cl", "H", "H", "H", "C", "H", "C", "H", "H", "H", "H", "H", "H", "H", "C", "H", "H", "H", "H", "H", "H", "H"], "coordinates": [[-4.03047, -2.40583, -2.91873], [-3.68433, -2.34358, -1.53491], [-3.98159, -3.27707, -0.74276], [-3.86383, -3.36241, 0.68771], [-4.14427, -4.40015, 1.33341], [-3.43283, -2.26637, 1.27407], [-3.16153, -1.24417, 0.60832], [-2.57030, 0.02704, 0.96212], [-2.27448, 1.15103, 0.21966], [-2.36730, 1.06726, -1.07779], [-2.98410, 0.19669, -1.66503], [-3.37920, -1.04284, -1.05250], [-3.04100, -0.17436, -2.86522], [-2.12318, 2.05552, -1.63329], [-1.73459, 2.16819, 0.88833], [-1.46238, 3.33884, 0.45368], [-1.10550, 3.93438, 1.16050], [-0.25044, 3.19408, -0.56738], [-0.22357, 3.75158, -1.85852], [0.90169, 2.77139, -0.05690], [1.13152, 2.18627, 1.05474], [0.21254, 2.45643, 1.96006], [1.45076, 0.80117, 1.07721], [2.51543, 0.52198, 0.31472], [3.60548, -0.22634, 0.19287], [4.15690, -0.51529, 1.73889], [5.13978, -1.56082, 2.03847], [5.80891, -1.93162, 1.01327], [5.23508, -1.99041, -0.14171], [4.28316, -1.17163, -0.49619], [3.92432, -0.97748, -1.64067], [6.04925, -2.86826, -1.65273], [6.63331, -2.70162, 1.29010], [5.44803, -1.59120, 3.03895], [3.58914, -0.03785, 2.55224], [2.37565, 1.19221, -1.14543], [3.24279, 0.86358, -1.97893], [2.03727, 2.51250, -0.81312], [1.75113, 2.94540, -2.03753], [2.80755, 3.13960, -0.60059], [1.55794, 0.40708, -1.49410], [1.51141, 0.32834, 2.23978], [0.46251, 0.15841, 0.63210], [2.01536, 2.54779, 1.58325], [-2.35180, 3.81462, -0.31356], [-2.18586, -0.04189, 2.55547], [-1.20316, -0.21487, 2.84548], [-2.76885, -0.93028, 3.07092], [-2.63509, 1.07022, 2.87251], [-4.69934, -4.21772, -1.04171], [-3.12316, -2.21936, -3.59750], [-4.47980, -3.32691, -3.32253], [-4.58496, -1.56124, -3.40944]], "forces_ev_per_a": [[0.66, 0.29, -5.54], [-0.69, 5.17, -3.37], [-3.96, -7.81, 2.97], [-1.43, -4.81, 0.03], [0.89, 3.41, -1.28], [0.41, -0.97, 4.15], [1.64, 9.31, -9.73], [0.16, -4.54, 6.31], [0.33, -1.83, 3.39], [4.21, 12.15, -1.03], [-5.77, -14.06, -8.28], [1.76, -0.34, 6.41], [0.36, 2.49, 2.98], [-0.02, -1.78, 0.56], [-1.48, -4.11, 4.16], [-1.05, 1.89, -9.86], [0.82, 2.86, 3.30], [0.06, 4.94, -6.58], [-0.91, -3.29, 7.01], [-1.49, 1.72, -5.39], [-2.42, 0.60, 12.60], [2.73, -1.12, -2.71], [-4.73, -6.88, 3.46], [4.07, 1.35, -7.71], [2.72, -3.30, 12.43], [-0.58, -1.37, -1.76], [-5.81, 7.72, 3.03], [6.86, -7.39, 0.50], [2.87, -1.76, -5.75], [-5.69, 4.10, -8.00], [1.29, -1.71, 2.08], [-0.87, 0.91, 2.16], [-0.89, 1.50, -1.08], [0.46, -0.57, 1.23], [0.47, -0.18, -0.33], [-0.50, -7.43, 0.09], [-1.79, 1.69, 2.93], [-1.90, 3.89, -9.59], [0.56, -0.66, 3.54], [2.44, 1.51, 1.20], [0.68, 2.49, -0.03], [0.10, 1.57, -3.21], [1.91, 1.33, 0.92], [0.28, 1.16, -0.11], [2.26, -0.83, 2.45], [-5.18, 2.25, -0.79], [2.03, 0.30, 0.00], [0.79, 2.13, -1.08], [1.48, -3.15, 0.12], [2.45, 2.23, 0.15], [-0.51, -0.78, 1.06], [0.18, 0.19, 0.61], [-0.29, -0.49, 1.37]], "mulliken_charge": [-1.873, 1.707, -0.676, 0.135, -0.670, -0.343, 0.115, 0.138, 1.128, -0.187, -0.932, 0.481, 0.085, 0.255, -0.355, -0.955, 0.721, 0.975, -0.742, 0.398, -0.766, 0.263, 0.093, 0.124, 0.785, -0.402, -0.682, -0.303, 0.285, -0.476, 0.038, -0.260, 0.252, 0.375, 0.258, -0.412, 0.392, -1.359, 0.343, 0.346, 0.360, 0.236, -0.179, 0.229, 0.209, -1.233, 0.269, 0.282, 0.203, 0.139, 0.424, 0.359, 0.402]}

Entry 2:
{"formula": "C8H19ClI2O2PPt", "method": "ωB97M-V with the def2-TZVPD basis set", "relative_energy_ev": 1.184, "charge": 3, "total_energy_ha": -1981.675289, "gap_ev": [7.42, 5.06], "lumo_ev": [-12.1, -15.0], "homo_energy_ev": [-19.569, -20.061], "spin_multiplicity": 5, "elements": ["I", "I", "Pt", "P", "C", "C", "H", "H", "H", "C", "H", "H", "H", "H", "H", "H", "C", "O", "Cl", "C", "C", "O", "C", "C", "H", "H", "H", "H", "H", "H", "H", "H", "H", "H"], "coordinates": [[2.80170, 2.50590, 0.05025], [1.01371, -2.18494, -0.48515], [0.48880, 0.36587, -0.62751], [-0.98934, 0.34610, -2.44497], [-0.09882, 0.32551, -3.99334], [-2.09915, -1.09572, -2.42441], [-2.84474, 1.71495, -1.70709], [-2.53631, 1.77301, -3.50014], [-1.47603, 2.70117, -2.36316], [-2.08617, 1.80065, -2.49975], [-2.81739, -0.99249, -1.59852], [-2.61410, -1.07487, -3.38954], [-0.86766, 0.29330, -4.77163], [0.52259, -0.56588, -4.00193], [-1.50912, -2.00577, -2.29611], [0.48576, 1.24015, -4.04957], [2.04127, 0.85495, -1.57990], [2.69740, 0.82828, -2.55369], [-1.68595, 0.29899, 0.38680], [-1.11883, -1.72768, 3.15123], [-0.38526, -0.34931, 3.10315], [0.63634, -0.33027, 2.10654], [1.89356, -0.55954, 2.68768], [2.64560, 0.72299, 2.75638], [-1.65941, -1.81039, 2.20936], [-1.84041, -1.67130, 3.98610], [-0.39296, -2.54399, 3.31987], [-1.15320, 0.35620, 2.73573], [0.02511, -0.06351, 4.12135], [1.80900, -1.11220, 3.63615], [2.46060, -1.18313, 1.97073], [2.17883, 1.53667, 3.28161], [3.68824, 0.52345, 3.07294], [2.78633, 1.08284, 1.71053]], "forces_ev_per_a": [[0.46, 1.44, 0.35], [0.16, -1.00, -0.26], [-2.61, 0.23, 0.55], [-1.67, 0.24, -0.68], [0.12, -0.05, 0.68], [0.44, 0.25, 0.61], [0.27, 0.15, -0.40], [0.04, 0.12, 0.14], [-0.36, 0.01, -0.15], [0.59, -0.27, 0.65], [0.23, -0.08, -0.44], [0.07, -0.16, 0.01], [0.17, -0.03, -0.06], [0.19, 0.00, -0.42], [-0.28, -0.07, -0.26], [0.14, -0.03, -0.37], [2.50, -0.79, -5.00], [-1.78, 0.25, 3.25], [0.84, 0.20, -0.27], [-0.14, -0.66, -0.01], [0.18, 1.50, 0.60], [-1.19, -0.15, 2.17], [1.35, -1.65, -0.11], [1.36, 0.68, -0.37], [0.04, -0.33, 0.11], [0.41, 0.10, -0.30], [-0.36, 0.39, -0.07], [0.22, -0.20, 0.12], [-0.22, -0.50, -1.22], [-0.03, 0.41, -0.21], [-0.35, 0.01, 0.27], [-0.19, 0.13, 0.58], [-0.61, 0.12, 0.22], [-0.02, -0.25, 0.28]], "mulliken_spin": [0.950, 1.227, 0.411, 0.165, -0.004, 0.017, 0.000, 0.005, 0.003, -0.002, -0.001, 0.000, 0.005, -0.001, -0.001, 0.005, 0.044, 0.003, 0.062, 0.196, 0.043, 0.605, -0.002, 0.216, 0.001, -0.002, 0.001, 0.049, 0.010, 0.015, 0.014, -0.008, -0.002, -0.025]}